{
  "formula": "C41H78N4O10S",
  "method": "ωB97M-V/def2-TZVPD",
  "multiplicity": 1,
  "molar_mass_g_mol": 819.2,
  "smiles": "COCCCCCCCCCCCC1=C(CCCCSc2nnco2)C(=O)C(N)=C(CON=O)C1=O.CCOCC.CCOCC.CCOCC.CCOCC",
  "e_tot_ev": -81045.835,
  "elements": ["C", "O", "C", "C", "C", "C", "C", "C", "C", "C", "C", "C", "C", "C", "C", "C", "C", "C", "C", "S", "C", "N", "N", "C", "O", "C", "O", "C", "N", "C", "C", "O", "N", "O", "C", "O", "H", "H", "H", "H", "H", "H", "H", "H", "H", "H", "H", "H", "H", "H", "H", "H", "H", "H", "H", "H", "H", "H", "H", "H", "H", "H", "H", "H", "H", "H", "H", "H", "H", "H", "H", "H", "H", "H", "C", "C", "O", "C", "C", "H", "H", "H", "H", "H", "H", "H", "H", "H", "H", "C", "C", "O", "C", "C", "H", "H", "H", "H", "H", "H", "H", "H", "H", "H", "C", "C", "O", "C", "C", "H", "H", "H", "H", "H", "H", "H", "H", "H", "H", "C", "C", "O", "C", "C", "H", "H", "H", "H", "H", "H", "H", "H", "H", "H"],
  "xyz": [[2.7519, -0.2900, 5.1511], [2.4534, -0.9732, 3.9671], [3.3907, -0.7037, 2.9310], [3.6204, -1.9185, 2.0135], [2.9843, -3.2137, 2.5250], [1.5054, -3.2373, 2.0942], [0.6676, -4.1750, 2.9510], [-0.7435, -4.4628, 2.4247], [-1.8378, -3.6659, 3.1508], [-1.7149, -2.1515, 2.8716], [-2.9802, -1.5483, 2.2757], [-3.0134, -0.0188, 2.2340], [-1.6761, 0.6708, 1.9058], [-1.3912, 0.8610, 0.4404], [-1.9959, 1.7557, -0.3479], [-3.0479, 2.7254, 0.1000], [-2.4743, 3.9033, 0.8827], [-1.4701, 4.7413, 0.0725], [-0.7951, 5.7520, 1.0203], [0.9701, 5.9903, 0.6159], [1.6930, 4.9042, 1.7602], [2.8157, 5.0305, 2.3049], [2.9807, 3.9209, 3.1329], [1.9354, 3.2321, 3.0143], [1.0501, 3.7681, 2.1465], [-1.6079, 1.8547, -1.7734], [-2.3684, 2.3181, -2.5981], [-0.2324, 1.3812, -2.1906], [0.3383, 1.8658, -3.3847], [0.3780, 0.4994, -1.3868], [1.7369, -0.0848, -1.5787], [2.6351, 0.9294, -2.0243], [3.8734, 0.3183, -2.4475], [4.6844, 0.4397, -1.6242], [-0.3403, 0.0236, -0.1885], [-0.0513, -1.0868, 0.2567], [3.5950, -0.7610, 5.6681], [3.0343, 0.7580, 5.0021], [1.9040, -0.2948, 5.8297], [3.0040, 0.1433, 2.3537], [4.3279, -0.3507, 3.3628], [3.2296, -1.6593, 1.0335], [4.6955, -2.0472, 1.8916], [2.9909, -3.2655, 3.6078], [3.5023, -4.0386, 2.0415], [1.4108, -3.5287, 1.0485], [1.1588, -2.2125, 2.1769], [0.6144, -3.8256, 3.9834], [1.1948, -5.1302, 2.9877], [-0.8486, -4.3119, 1.3489], [-0.9822, -5.5130, 2.6029], [-1.6913, -3.8674, 4.2129], [-2.8274, -4.0332, 2.8815], [-1.3594, -1.6334, 3.7634], [-0.9332, -2.0477, 2.1277], [-3.8089, -1.8604, 2.9183], [-3.1887, -1.9933, 1.3078], [-3.7173, 0.2641, 1.4555], [-3.4063, 0.3963, 3.1601], [-0.8160, 0.1842, 2.3609], [-1.7114, 1.6701, 2.3281], [-3.5279, 3.1287, -0.7899], [-3.8356, 2.2565, 0.6804], [-2.0251, 3.6280, 1.8342], [-3.3115, 4.5585, 1.1286], [-2.0448, 5.3075, -0.6566], [-0.7361, 4.0873, -0.3885], [-1.2637, 6.7238, 0.9486], [-0.8391, 5.3664, 2.0326], [1.7167, 2.3106, 3.5140], [-0.4357, 1.9440, -4.0479], [0.9025, 1.1103, -3.7597], [2.0786, -0.4255, -0.6020], [1.7340, -0.9620, -2.2329], [5.8428, 0.8224, -5.6279], [4.6023, -0.0485, -5.7236], [4.0341, -0.1001, -7.0209], [4.8645, -0.6103, -8.0474], [5.3316, -2.0371, -7.8136], [5.6203, 1.8393, -5.9543], [6.2001, 0.8559, -4.5979], [6.6564, 0.4466, -6.2497], [3.8283, 0.3624, -5.0782], [4.8071, -1.0612, -5.3574], [5.7196, 0.0550, -8.2119], [4.2643, -0.5733, -8.9568], [5.9492, -2.1245, -6.9187], [5.9244, -2.3827, -8.6611], [4.4760, -2.7027, -7.6904], [-1.1233, 4.9138, -4.2352], [-1.4956, 6.3797, -4.1029], [-1.4401, 7.1012, -5.3197], [-2.2903, 6.6447, -6.3549], [-3.7672, 6.6696, -5.9990], [-0.1216, 4.8295, -4.6601], [-1.1328, 4.4074, -3.2721], [-1.8082, 4.3749, -4.8924], [-0.7868, 6.8721, -3.4360], [-2.4845, 6.4894, -3.6412], [-1.9882, 5.6436, -6.6828], [-2.1122, 7.3132, -7.1975], [-3.9990, 6.0040, -5.1664], [-4.3658, 6.3529, -6.8539], [-4.0727, 7.6769, -5.7116], [-2.3909, -1.4995, -2.9320], [-2.7888, -2.3477, -1.7366], [-3.8780, -1.8148, -1.0026], [-5.0940, -1.6535, -1.7112], [-5.6548, -2.9463, -2.2775], [-2.1488, -0.4866, -2.6092], [-1.5193, -1.9293, -3.4285], [-3.1920, -1.4281, -3.6691], [-1.9562, -2.3975, -1.0337], [-3.0000, -3.3783, -2.0426], [-4.9779, -0.9017, -2.5002], [-5.8012, -1.2397, -0.9912], [-4.9870, -3.3942, -3.0145], [-6.6113, -2.7591, -2.7664], [-5.8055, -3.6772, -1.4816], [-1.1286, -6.0370, 6.8234], [0.2846, -6.0955, 7.3784], [1.1745, -5.1726, 6.7789], [0.8354, -3.8048, 6.9065], [0.7526, -3.3215, 8.3448], [-1.1215, -6.2032, 5.7449], [-1.7483, -6.8030, 7.2910], [-1.6009, -5.0706, 7.0056], [0.7077, -7.0809, 7.1820], [0.2806, -5.9702, 8.4672], [-0.0960, -3.5912, 6.3685], [1.6235, -3.2548, 6.3899], [-0.0313, -3.8330, 8.9048], [0.5362, -2.2527, 8.3714], [1.6967, -3.5008, 8.8613]],
  "lowdin_charge": [-0.125, -0.212, -0.208, -0.160, -0.184, -0.218, -0.191, -0.201, -0.194, -0.205, -0.188, -0.156, -0.106, -0.056, -0.097, -0.119, -0.185, -0.237, -0.437, 1.002, -0.720, 0.057, 0.069, -0.205, 0.024, -0.293, 0.110, -0.174, 0.159, -0.083, -0.148, -0.126, 0.002, 0.113, -0.265, 0.087, 0.093, 0.078, 0.083, 0.109, 0.116, 0.087, 0.106, 0.106, 0.111, 0.117, 0.080, 0.099, 0.113, 0.109, 0.099, 0.089, 0.104, 0.119, 0.063, 0.111, 0.096, 0.095, 0.113, 0.110, 0.100, 0.117, 0.114, 0.095, 0.122, 0.112, 0.095, 0.076, 0.070, 0.121, 0.098, 0.093, 0.106, 0.140, -0.074, -0.293, -0.160, -0.284, -0.081, 0.084, 0.070, 0.066, 0.091, 0.107, 0.107, 0.117, 0.065, 0.076, 0.081, -0.081, -0.280, -0.156, -0.283, -0.081, 0.087, 0.046, 0.071, 0.117, 0.105, 0.106, 0.118, 0.064, 0.076, 0.081, -0.052, -0.261, -0.177, -0.275, -0.076, 0.055, 0.085, 0.074, 0.104, 0.112, 0.109, 0.119, 0.066, 0.078, 0.082, -0.076, -0.279, -0.157, -0.291, -0.074, 0.075, 0.077, 0.066, 0.118, 0.106, 0.096, 0.111, 0.066, 0.075, 0.083]
}



{
  "formula": "C7H12NO3PS",
  "method": "ωB97M-V/def2-TZVPD",
  "multiplicity": 1,
  "molar_mass_g_mol": 221.2,
  "total_charge": -2,
  "e_tot_ev": -35209.887,
  "elements": ["C", "C", "C", "C", "C", "C", "C", "N", "O", "O", "O", "P", "S", "H", "H", "H", "H", "H", "H", "H", "H", "H", "H", "H", "H"],
  "xyz": [[-0.3792, -0.0160, 0.7433], [-0.7950, -0.5054, -0.6581], [1.6712, 0.2687, -0.1641], [-1.8973, 0.4270, -1.2499], [-1.1085, -1.9823, -0.4074], [2.9306, -0.5320, -0.0192], [2.0448, 1.7785, -0.3295], [0.7848, 0.4018, 0.9303], [-1.9450, 0.0846, 3.5542], [-2.7001, 1.7857, 1.8001], [-3.2658, -0.7872, 1.6057], [-2.4953, 0.3244, 2.2108], [0.7265, -0.4123, -1.7267], [-2.2332, -0.1250, -2.2426], [-1.4358, 1.3678, -1.3679], [-2.6786, 0.6795, -0.4794], [-1.8017, -2.4347, -1.2921], [-1.7021, -2.0442, 0.5556], [-0.2626, -2.5259, -0.4016], [3.5897, -0.4183, 0.9226], [3.6168, -0.2850, -0.7276], [2.7132, -1.5301, -0.0499], [1.3079, 2.4784, -0.6491], [2.9006, 1.8276, -1.1048], [2.4140, 2.1745, 0.5473]],
  "lowdin_charge": [-0.205, -0.794, -0.760, -0.119, -0.145, -0.134, -0.114, 0.012, -0.435, -0.467, -0.425, 0.145, 0.794, 0.096, 0.030, 0.055, 0.107, 0.067, -0.011, 0.106, 0.016, 0.023, 0.053, 0.079, 0.028]
}



{
  "formula": "C30H45ClN3O19",
  "method": "ωB97M-V/def2-TZVPD",
  "multiplicity": 1,
  "molar_mass_g_mol": 787.1,
  "total_charge": -1,
  "e_tot_ev": -87725.778,
  "elements": ["Cl", "O", "O", "O", "O", "C", "C", "C", "O", "C", "N", "H", "H", "H", "H", "H", "H", "H", "H", "H", "H", "H", "C", "C", "C", "O", "C", "N", "H", "H", "H", "H", "H", "H", "H", "H", "H", "H", "H", "C", "C", "C", "O", "C", "N", "H", "H", "H", "H", "H", "H", "H", "H", "H", "H", "H", "C", "C", "C", "O", "C", "C", "C", "O", "O", "O", "H", "H", "H", "H", "C", "C", "C", "O", "C", "C", "C", "O", "O", "O", "H", "H", "H", "H", "C", "C", "C", "O", "C", "C", "C", "O", "O", "O", "H", "H", "H", "H"],
  "xyz": [[-16.1539, 9.5955, -12.4155], [-15.9743, 8.2240, -11.9526], [-17.4059, 9.7185, -13.0879], [-16.0976, 10.4100, -11.2191], [-15.0798, 10.0152, -13.2821], [-12.1268, 8.0511, -12.4839], [-11.9626, 8.5970, -11.0838], [-10.4984, 8.6854, -10.6422], [-10.3157, 9.2142, -9.3389], [-8.9538, 9.1914, -9.0010], [-12.6338, 9.9115, -10.8821], [-12.1176, 8.8313, -13.2538], [-13.0239, 7.4787, -12.7121], [-11.2150, 7.4944, -12.7448], [-12.4276, 7.9350, -10.3560], [-9.9141, 9.3120, -11.3404], [-9.9704, 7.7197, -10.6896], [-8.3986, 9.7389, -9.7750], [-8.5238, 8.1806, -9.0050], [-8.8120, 9.6606, -8.0321], [-12.1408, 10.5688, -11.4896], [-13.5015, 9.7407, -11.3905], [-16.5835, 7.2399, -15.4847], [-17.3117, 6.0952, -14.8017], [-16.3853, 4.9764, -14.3660], [-15.5953, 4.5564, -15.4711], [-15.0901, 3.2495, -15.3216], [-18.1490, 6.5621, -13.7052], [-15.6329, 7.4493, -14.9765], [-17.1982, 8.0958, -15.7396], [-16.0767, 6.8209, -16.3692], [-17.9987, 5.6690, -15.5431], [-16.9435, 4.1212, -13.9632], [-15.6749, 5.2680, -13.5797], [-15.9557, 2.5896, -15.2269], [-14.5116, 3.1261, -14.3934], [-14.3594, 3.0493, -16.0990], [-17.6373, 7.2499, -13.1477], [-18.7804, 7.2397, -14.1394], [-16.2840, 7.2035, -7.7359], [-14.9531, 7.9288, -7.8265], [-13.8359, 6.9654, -8.1796], [-12.5746, 7.6060, -8.1602], [-11.5421, 6.6638, -8.0479], [-14.9855, 9.1912, -8.6014], [-16.4098, 6.4026, -8.4706], [-17.1078, 7.8868, -7.9661], [-16.5294, 6.8494, -6.7322], [-14.6857, 8.3066, -6.8290], [-14.0237, 6.5784, -9.1990], [-13.8064, 6.0700, -7.5477], [-10.5633, 7.1312, -8.0383], [-11.5660, 5.9232, -8.8584], [-11.6350, 6.0662, -7.1312], [-15.5767, 9.9041, -8.1930], [-15.5033, 8.9094, -9.4367], [-18.3780, 11.9136, -17.1083], [-18.8718, 11.4859, -15.9248], [-19.6827, 10.2373, -15.8444], [-20.1422, 9.8033, -14.8131], [-19.9382, 9.5549, -17.1213], [-19.3802, 9.9833, -18.2565], [-18.5411, 11.2212, -18.3767], [-17.9660, 11.5718, -19.3840], [-19.5938, 9.3012, -19.4097], [-18.5483, 12.1031, -14.7837], [-17.7189, 12.7708, -17.0532], [-20.6719, 8.7629, -17.1514], [-18.9345, 9.6067, -20.0539], [-18.7298, 11.4477, -14.0730], [-21.3293, 6.3809, -11.0889], [-21.8869, 5.1660, -11.0131], [-21.1444, 3.9011, -10.8318], [-21.6432, 2.8094, -10.6316], [-19.6960, 4.0955, -10.6840], [-19.1310, 5.3078, -10.6261], [-19.8868, 6.6060, -10.8057], [-19.4242, 7.7044, -10.6826], [-17.8084, 5.4552, -10.6624], [-23.2318, 5.0086, -11.1066], [-22.0105, 7.1988, -11.2828], [-19.0412, 3.2356, -10.6360], [-17.4954, 6.3744, -10.6502], [-23.4165, 4.0817, -11.3217], [-13.9759, 10.8518, -18.8295], [-12.8468, 10.5384, -19.4485], [-11.7462, 9.7368, -18.8007], [-10.7619, 9.3809, -19.4093], [-12.0432, 9.2465, -17.4533], [-13.1989, 9.5500, -16.8262], [-14.2571, 10.4187, -17.4295], [-15.2693, 10.7266, -16.8644], [-13.4359, 9.0858, -15.6125], [-12.5403, 10.8736, -20.7083], [-14.7517, 11.4112, -19.3357], [-11.3492, 8.7069, -16.8219], [-14.2319, 9.4412, -15.1711], [-11.6270, 10.6125, -20.9112]],
  "lowdin_charge": [0.653, -0.379, -0.343, -0.346, -0.352, -0.057, -0.410, -0.219, -0.192, -0.139, 0.074, 0.066, 0.074, 0.072, 0.105, 0.123, 0.117, 0.083, 0.080, 0.088, 0.072, 0.028, -0.050, -0.425, -0.197, -0.203, -0.120, 0.068, 0.074, 0.074, 0.078, 0.138, 0.119, 0.133, 0.084, 0.084, 0.084, 0.030, 0.070, -0.065, -0.424, -0.216, -0.185, -0.128, 0.067, 0.063, 0.077, 0.073, 0.133, 0.131, 0.122, 0.070, 0.093, 0.084, 0.072, 0.037, 0.061, -0.228, -0.326, 0.124, 0.070, -0.224, -0.336, 0.102, 0.080, 0.111, 0.135, 0.134, 0.112, 0.111, 0.089, -0.241, -0.336, 0.096, 0.063, -0.236, -0.318, 0.146, 0.086, 0.075, 0.134, 0.131, 0.098, 0.109, 0.081, -0.248, -0.326, 0.097, 0.073, -0.234, -0.302, 0.146, 0.100, 0.089, 0.129, 0.133, 0.086, 0.111]
}



Q: What is the formula in the third record?
A: C30H45ClN3O19